Entry from OMol25: C2HClF2 in the gas phase in a non-equilibrium geometry (ωB97M-V with the def2-TZVPD basis set).

Cartesian coordinates (Å):
C  -0.596  0.280  0.250
C  0.513  -0.203  -0.310
H  -1.477  0.530  -0.289
F  -0.675  0.598  1.537
F  0.324  -0.392  -1.610
Cl  1.911  -0.812  0.422

As for the gap between HOMO and LUMO: 10.4 eV. The calculation puts the energy at -736.6842 hartree. The relative energy (zero: lowest compared OMol25 entry of this formula, charge and spin) is 10.6 kcal per mole. The structure (SMILES) is F/C=C(/F)Cl. The calculation puts the LUMO energy at 0.8 eV.